# C2F6O4S3

The molecule C2F6O4S3 in a non-equilibrium geometry (ωB97M-V/def2-TZVPD, the Open Molecules 2025 dataset).

```
15
Properties=species:S:1:pos:R:3
O 1.087 -1.407 -1.783
S 1.001 0.000 -1.542
O 0.855 0.794 -2.712
O -0.441 0.104 -0.655
S -0.891 -1.202 0.253
O 0.230 -1.363 1.124
S -1.866 -2.648 -0.506
C -2.292 -0.107 1.139
F -2.858 -0.693 2.202
F -1.690 0.988 1.544
F -3.295 0.255 0.282
C 2.010 0.818 -0.297
F 2.917 1.461 -1.014
F 2.612 -0.032 0.536
F 1.358 1.658 0.398
```

For the total energy, the calculation gives -59071.3342 eV. As for the SMILES: O=S(=O)(O[S@](=O)(=S)C(F)(F)F)C(F)(F)F. The LUMO energy comes out at -0.01511 Ha. For the HOMO energy, the calculation gives -10.62 eV.

---

# C4H7EuO3

C4H7EuO3 as an isolated structure in a non-equilibrium geometry (ωB97M-V/def2-TZVPD, the Open Molecules 2025 dataset).

```
15
Properties=species:S:1:pos:R:3
O 1.886 1.824 -0.107
C 2.379 0.591 0.066
C 1.449 -0.537 -0.213
O 0.179 -0.202 0.380
C -1.003 -0.802 -0.154
C -2.164 0.115 0.234
O -1.888 1.445 -0.071
Eu -0.041 2.134 0.116
H 3.260 0.464 0.710
H 1.283 -0.773 -1.282
H -1.127 -1.821 0.242
H -0.907 -0.851 -1.252
H -2.363 -0.020 1.317
H -3.062 -0.255 -0.298
H 2.119 -1.312 0.312
```

As for the spin multiplicity: 8. As for the energy above the lowest of the compared OMol25 structures with the same formula, charge and spin: 0.3661 eV. For the total energy, the calculation gives -29723.5854 eV. The LUMO energy (alpha / beta) comes out at -0.19178 / -0.16679 Ha. Its charge is +1. For the HOMO energy (alpha / beta), the calculation gives -11.65 / -14.12 eV.

---

# C16H27N2Sc

C16H27N2Sc as an isolated structure in a non-equilibrium geometry (ωB97M-V/def2-TZVPD, the Open Molecules 2025 dataset).

```
46
Properties=species:S:1:pos:R:3
C 1.223 1.944 -0.501
H 2.084 2.375 0.033
H 1.555 1.582 -1.483
H 1.698 -1.419 1.541
C 0.136 3.001 -0.615
H -0.815 2.495 -0.855
H 0.023 3.435 0.393
C 0.366 4.176 -1.590
H -0.457 4.895 -1.531
H 1.278 4.725 -1.344
H 0.442 3.851 -2.631
C -0.736 -1.841 0.069
C -1.352 -0.971 -0.869
C -0.394 -0.638 -1.863
C 0.832 -1.294 -1.547
C 0.598 -2.133 -0.397
C 1.457 -3.299 -0.008
C 2.062 -1.281 -2.383
C -0.656 0.122 -3.110
C -2.797 -0.636 -0.912
C -1.442 -2.466 1.218
Sc 1.175 0.036 0.623
H 2.964 -1.435 -1.774
H 2.034 -2.068 -3.155
H 2.179 -0.323 -2.909
H 2.521 -3.033 0.012
H 1.186 -3.677 0.981
H 1.332 -4.135 -0.718
H -2.076 -1.732 1.739
H -2.113 -3.280 0.895
H -0.732 -2.870 1.953
H -2.998 0.172 -1.622
H -3.405 -1.495 -1.239
H -3.167 -0.331 0.075
H 0.080 0.924 -3.268
H -0.610 -0.537 -3.993
H -1.654 0.574 -3.105
N 0.762 0.020 3.508
C 0.072 0.300 4.628
C -0.896 1.237 4.281
C -0.790 1.439 2.902
N 0.248 0.683 2.426
H 1.462 -0.703 3.375
H 0.321 -0.136 5.585
H -1.601 1.708 4.942
H -1.394 2.042 2.242
```

For the total energy, the calculation gives -40691.4298 eV. The LUMO energy (alpha / beta) comes out at -0.37620 / -0.37554 Ha. Its charge is +2. For the HOMO energy (alpha / beta), the calculation gives -15.03 / -15.01 eV.

---

# C7H16N2O

A 2-piece molecular cluster, C7H16N2O overall in a non-equilibrium geometry (ωB97M-V/def2-TZVPD, the Open Molecules 2025 dataset).

```
26
Properties=species:S:1:pos:R:3
C -2.076 -2.127 1.072
C -2.641 -0.972 0.444
C -2.003 0.197 0.306
N -2.567 1.270 -0.327
N -1.615 2.419 -0.259
H -1.498 -2.850 0.447
H -2.829 -2.752 1.684
H -1.313 -1.846 1.816
H -3.689 -0.969 0.193
H -0.933 0.131 0.510
H -3.465 1.550 -0.052
H -1.619 2.871 -1.200
H -1.879 3.201 0.340
C 1.575 1.191 0.071
C 1.836 0.061 -0.621
C 1.038 -0.390 -1.794
O 2.693 -0.886 -0.227
C 3.724 -0.547 0.666
H 2.060 1.529 0.993
H 0.767 1.767 -0.513
H 0.997 -1.407 -1.738
H 0.034 -0.051 -1.829
H 1.431 0.014 -2.770
H 4.441 -1.458 0.643
H 3.376 -0.435 1.805
H 4.157 0.488 0.342
```

As for the energy above the lowest of the compared OMol25 structures with the same formula, charge and spin: 5.0449 eV. For the total energy, the calculation gives -12542.2297 eV. As for the SMILES: C/C=C/NN.C=C(C)OC. The LUMO energy comes out at 0.03750 Ha. For the HOMO energy, the calculation gives -7.79 eV.

---

# C22H18BIIrN3O6

C22H18BIIrN3O6 as an isolated structure in a non-equilibrium geometry (ωB97M-V/def2-TZVPD, the Open Molecules 2025 dataset).

```
52
Properties=species:S:1:pos:R:3
Ir 0.113 0.059 -0.251
O 0.881 0.374 4.106
C -0.292 -0.161 4.511
C -0.501 -0.236 5.886
C -1.684 -0.738 6.383
C -2.699 -1.156 5.521
C -2.496 -1.099 4.163
C -1.287 -0.623 3.633
C -1.081 -0.657 2.186
O 0.110 -0.359 1.702
N -2.028 -1.016 1.378
N -1.636 -0.889 0.067
C -2.424 -1.371 -0.831
C -2.210 -1.356 -2.247
C -3.017 -2.136 -3.090
C -2.790 -2.161 -4.446
C -1.734 -1.411 -4.981
C -0.945 -0.621 -4.173
C -1.201 -0.566 -2.803
O -0.528 0.292 -2.039
H 0.916 0.342 3.137
H 0.294 0.097 6.540
H -1.824 -0.809 7.454
H -3.632 -1.529 5.919
H -3.263 -1.420 3.473
H -3.304 -1.874 -0.443
H -3.810 -2.730 -2.652
H -3.420 -2.756 -5.092
H -1.538 -1.448 -6.044
H -0.146 -0.007 -4.569
O -0.631 2.967 -0.751
B -0.651 1.914 0.127
O -1.663 2.028 1.062
C -2.324 3.199 0.724
C -3.428 3.764 1.317
C -3.887 4.951 0.750
C -3.265 5.518 -0.358
C -2.150 4.929 -0.951
C -1.704 3.765 -0.373
H -3.904 3.308 2.174
H -4.744 5.447 1.186
H -3.655 6.441 -0.767
H -1.660 5.357 -1.815
N 4.319 -0.118 0.354
C 3.064 -0.528 0.303
O 2.139 0.309 0.329
C 2.822 -2.015 0.285
I 1.406 -2.486 -1.217
H 4.509 0.872 0.422
H 5.096 -0.755 0.327
H 2.381 -2.308 1.236
H 3.719 -2.594 0.093
```

As for the spin multiplicity: 2. As for the energy above the lowest of the compared OMol25 structures with the same formula, charge and spin: 1.0655 eV. For the total energy, the calculation gives -51473.5222 eV. The LUMO energy (alpha / beta) comes out at -0.12922 / -0.17936 Ha. Its charge is +1. For the HOMO energy (alpha / beta), the calculation gives -10.73 / -10.74 eV.

---

# C3H3O3

An isolated ion of composition C3H3O3 and charge +1 in a non-equilibrium geometry (ωB97M-V/def2-TZVPD, the Open Molecules 2025 dataset).

```
9
Properties=species:S:1:pos:R:3
C 0.015 0.757 -0.608
C 0.424 -1.390 -0.724
C -0.160 0.585 0.691
O 0.075 -1.311 0.463
O 0.441 -0.267 -1.400
O -0.259 0.976 1.908
H -0.029 1.650 -1.300
H 0.656 -2.230 -1.250
H -1.163 1.229 2.220
```

As for the energy above the lowest of the compared OMol25 structures with the same formula, charge and spin: 1.2979 eV. For the total energy, the calculation gives -9291.6243 eV. The LUMO energy comes out at -0.19135 Ha. Its charge is +1. For the HOMO energy, the calculation gives -16.22 eV.

---

# C46H58BiN3O2Sb2Se5

C46H58BiN3O2Sb2Se5 as an isolated structure in a non-equilibrium geometry (ωB97M-V/def2-TZVPD, the Open Molecules 2025 dataset).

```
117
Properties=species:S:1:pos:R:3
Bi 1.016 -1.313 1.072
C -1.235 -0.642 3.938
C -0.178 -1.531 4.517
C -0.151 -1.714 5.875
C 0.914 -2.389 6.430
C 1.892 -2.935 5.635
C 1.773 -2.776 4.259
N 0.739 -2.061 3.723
Sb 3.415 -3.558 3.138
C 4.257 -1.957 1.944
C 5.579 -1.798 2.302
C 6.295 -0.765 1.720
C 5.678 0.040 0.769
C 4.360 -0.204 0.417
C 3.772 0.575 -0.686
N 3.667 -1.133 1.090
C 2.012 -4.666 1.900
C 2.049 -6.027 2.120
C 1.271 -6.860 1.314
C 0.540 -6.313 0.272
C 0.529 -4.927 0.164
C -0.370 -4.308 -0.875
N 1.236 -4.128 0.944
H -1.804 -0.055 4.666
H -0.816 0.196 3.385
H -1.860 -1.245 3.297
H -0.931 -1.278 6.508
H 1.064 -2.447 7.505
H 2.796 -3.376 6.066
H 6.115 -2.447 3.002
H 7.342 -0.599 2.043
H 6.201 0.857 0.278
H 3.906 0.077 -1.645
H 2.707 0.744 -0.477
H 4.247 1.556 -0.685
H 2.642 -6.476 2.910
H 1.233 -7.923 1.515
H -0.045 -6.902 -0.421
H -0.823 -5.010 -1.547
H -1.180 -3.785 -0.422
H 0.047 -3.574 -1.563
C -5.156 3.206 0.517
C -3.939 4.074 0.653
C -3.867 5.015 -0.577
C -4.024 4.999 1.880
C -2.701 3.179 0.809
C -2.758 1.798 0.836
C -1.602 1.028 0.925
Se -1.803 -0.884 0.638
C -1.663 -0.964 -1.307
C -2.829 -0.925 -2.095
C -2.753 -0.998 -3.462
C -1.494 -1.217 -3.992
C -0.294 -1.331 -3.292
C -0.389 -1.147 -1.877
O 0.757 -1.116 -1.116
C 0.989 -1.548 -4.094
C 0.760 -2.755 -5.011
C 1.244 -0.273 -4.984
C 2.221 -1.818 -3.298
C -3.956 -0.808 -4.407
C -4.297 -2.153 -5.054
C -3.571 0.141 -5.518
C -5.154 -0.289 -3.675
C -0.335 1.594 1.119
O 0.714 0.808 1.310
C -0.242 3.014 1.082
C -1.426 3.741 0.922
C 1.049 3.832 1.280
C 1.212 4.820 0.088
C 2.382 3.024 1.307
C 0.986 4.695 2.532
H -6.078 3.791 0.424
H -5.107 2.581 -0.396
H -5.300 2.551 1.377
H -4.748 5.669 -0.599
H -2.967 5.626 -0.624
H -3.848 4.448 -1.503
H -4.870 5.676 1.756
H -4.148 4.401 2.795
H -3.099 5.546 2.027
H -3.723 1.326 0.732
H -3.806 -0.889 -1.650
H -1.419 -1.201 -5.041
H -0.022 -2.585 -5.783
H 1.687 -2.945 -5.558
H 0.523 -3.628 -4.385
H 0.307 0.006 -5.496
H 1.594 0.590 -4.409
H 2.050 -0.488 -5.701
H 2.098 -2.717 -2.723
H 3.070 -2.048 -3.998
H 2.523 -1.003 -2.695
H -3.431 -2.564 -5.517
H -4.702 -2.921 -4.376
H -5.000 -2.045 -5.911
H -2.793 -0.334 -6.089
H -4.392 0.423 -6.172
H -3.212 1.072 -5.068
H -5.436 -0.951 -2.867
H -4.993 0.693 -3.252
H -6.004 -0.242 -4.356
H -1.381 4.814 0.856
H 1.519 4.299 -0.834
H 0.279 5.358 -0.090
H 1.947 5.609 0.306
H 2.477 2.444 0.355
H 3.175 3.777 1.337
H 2.525 2.390 2.174
H 0.239 5.468 2.443
H 0.772 4.160 3.461
H 1.937 5.297 2.634
Se 3.607 4.128 5.668
Sb 4.783 2.264 4.561
Se 6.310 3.200 3.134
Se 6.115 0.583 6.099
Se 2.975 0.704 4.417
```

As for the energy above the lowest of the compared OMol25 structures with the same formula, charge and spin: 0.4635 eV. For the total energy, the calculation gives -402854.0672 eV. The LUMO energy (alpha / beta) comes out at -0.03323 / -0.04993 Ha. For the HOMO energy (alpha / beta), the calculation gives -7.03 / -7.13 eV.

---

# C18H20HfIN6O3

C18H20HfIN6O3 as an isolated structure (ωB97M-V/def2-TZVPD, the Open Molecules 2025 dataset).

```
49
Properties=species:S:1:pos:R:3
Hf 0.272 -0.146 0.124
O -3.977 -1.036 0.884
C -2.887 -0.611 0.494
N -1.667 -1.050 0.817
C -1.644 -2.101 1.816
C -0.468 -1.920 2.733
C -0.342 -2.661 3.903
C 0.750 -2.444 4.717
C 1.685 -1.482 4.354
C 1.503 -0.804 3.167
N 0.456 -1.030 2.366
C -2.858 0.560 -0.455
C -4.024 1.118 -0.958
C -3.918 2.196 -1.816
C -2.658 2.680 -2.145
C -1.548 2.056 -1.604
N -1.655 1.022 -0.775
H -1.583 -3.097 1.359
H -2.568 -2.087 2.398
H -1.082 -3.413 4.139
H 0.876 -3.021 5.625
H 2.552 -1.276 4.966
H 2.217 -0.071 2.812
H -4.969 0.689 -0.659
H -4.806 2.658 -2.231
H -2.535 3.520 -2.815
H -0.541 2.373 -1.845
C 1.342 -0.879 -3.966
C 0.304 -1.249 -2.915
C -1.105 -1.278 -3.501
O 0.361 -0.332 -1.866
H 1.362 -1.611 -4.778
H 2.329 -0.832 -3.504
H 1.112 0.105 -4.383
H 0.540 -2.251 -2.530
H -1.370 -0.286 -3.877
H -1.826 -1.561 -2.732
H -1.177 -1.993 -4.324
C 0.596 2.879 1.385
O 0.213 1.576 1.135
H 0.064 3.592 0.737
H 1.673 3.017 1.219
H 0.377 3.159 2.424
N 0.107 -5.751 2.532
C 0.588 -5.248 1.603
N 1.162 -4.750 0.518
C 0.999 -3.494 0.288
N 0.890 -2.365 0.019
I 3.151 0.458 0.047
```

As for the energy above the lowest of the compared OMol25 structures with the same formula, charge and spin: 0.0000 eV. For the total energy, the calculation gives -43490.0717 eV. The LUMO energy comes out at 0.09656 Ha. Its charge is -1. For the HOMO energy, the calculation gives -5.43 eV.

---

# C29H26N6O

The molecule C29H26N6O in a non-equilibrium geometry (ωB97M-V/def2-TZVPD, the Open Molecules 2025 dataset).

```
62
Properties=species:S:1:pos:R:3
C 2.766 1.057 -3.715
C 2.548 1.759 -2.540
C 1.569 1.355 -1.652
C 0.789 0.235 -1.927
C -0.246 -0.233 -1.007
C -1.291 0.484 -0.473
C -1.586 1.920 -0.565
C -2.593 2.392 -1.399
C -2.877 3.745 -1.446
C -2.162 4.633 -0.661
C -1.155 4.167 0.168
C -0.864 2.817 0.217
N -2.102 -0.351 0.268
C -3.318 0.000 0.962
C -3.165 1.224 1.802
C -3.870 2.392 1.826
C -3.268 3.197 2.822
C -2.244 2.460 3.327
O -2.180 1.263 2.722
C -1.570 -1.596 0.253
N -2.029 -2.664 0.913
C -1.250 -3.717 0.797
N -0.092 -3.815 0.160
C 0.361 -2.752 -0.511
N 1.560 -2.840 -1.136
C 2.517 -3.867 -0.830
C 3.632 -3.377 0.103
C 3.147 -3.048 1.518
N 2.340 -1.856 1.610
C 1.193 -1.732 2.344
C 0.803 -0.430 2.230
N 1.685 0.247 1.449
C 2.589 -0.627 1.099
C -0.406 -1.574 -0.543
C 1.014 -0.466 -3.114
C 1.994 -0.058 -3.999
H 3.532 1.376 -4.406
H 3.150 2.627 -2.313
H 1.424 1.883 -0.725
H -3.148 1.697 -2.011
H -3.662 4.107 -2.095
H -2.390 5.688 -0.695
H -0.598 4.859 0.782
H -0.094 2.441 0.874
H -3.565 -0.872 1.577
H -4.131 0.173 0.247
H -4.705 2.648 1.207
H -3.558 4.185 3.113
H -1.517 2.664 4.088
H -1.577 -4.613 1.309
H 1.909 -1.985 -1.545
H 1.962 -4.686 -0.367
H 2.968 -4.221 -1.764
H 4.382 -4.165 0.185
H 4.113 -2.502 -0.336
H 2.547 -3.879 1.897
H 4.023 -2.928 2.171
H 0.755 -2.562 2.859
H -0.053 0.055 2.652
H 3.435 -0.400 0.482
H 0.402 -1.327 -3.344
H 2.154 -0.609 -4.915
```

For the total energy, the calculation gives -41484.2030 eV. As for the SMILES: c1ccc(-c2c(-c3ccccc3)n(Cc3ccco3)c3ncnc(NCCCn4ccnc4)c23)cc1. The LUMO energy comes out at 0.02904 Ha. For the HOMO energy, the calculation gives -7.43 eV.